[1]
14
Properties=species:S:1:pos:R:3:forces:R:3:nbo_charge:R:1 method="wB97M-V/def2-TZVPD" gap_ev="8.4748 / 8.5475" relative_energy_kcal_mol=102.45 lumo_ev="-0.697 / -0.520" fmax_ev_per_a=0.808 total_charge=0
O 1.1923 1.7441 -0.0436 -0.17 -0.41 -0.17 -0.572
N -0.0672 -1.0913 0.2154 0.54 0.06 0.21 -0.257
C -1.4262 0.5317 -0.3184 0.02 -0.01 -0.02 -0.432
C 1.0963 0.5769 -0.3773 0.07 0.31 -0.10 0.466
C -1.0923 -0.2751 0.9549 0.19 0.01 0.23 -0.271
C 1.9824 -0.4909 0.0316 -0.42 0.05 -0.01 -0.270
C -0.1689 -0.1319 -0.8845 0.18 0.22 -0.43 -0.189
H -1.3751 1.6234 -0.2484 0.00 -0.26 0.00 0.237
H 2.9038 -0.1896 0.5554 -0.65 -0.30 0.38 0.211
H -0.1044 -0.5230 -1.9023 -0.07 0.06 0.09 0.210
H -1.8903 -0.9118 1.3635 0.35 0.08 -0.11 0.218
H -2.3507 0.2179 -0.8097 0.19 0.02 0.12 0.216
H 2.0798 -1.3955 -0.5510 -0.17 0.09 -0.17 0.215
H -0.6541 0.3106 1.7648 -0.06 0.06 -0.01 0.217


[2]
14
Properties=species:S:1:pos:R:3:forces:R:3:nbo_charge:R:1 method="wB97M-V/def2-TZVPD" gap_ev="10.1772 / 8.7136" relative_energy_kcal_mol=0.00 lumo_ev="0.638 / -0.598" spin_multiplicity=2 fmax_ev_per_a=5.802 total_charge=0
Hg 1.6361 -0.8411 -0.6624 5.27 -1.96 -1.42 1.461
O 0.3763 -2.1359 -0.1221 -3.08 -2.19 0.83 -0.903
O 3.3830 -0.2629 -1.0741 1.98 1.00 -0.66 -0.739
O 0.1921 0.5287 -0.2936 -3.62 2.72 0.52 -0.653
C 0.4430 1.7973 0.2949 0.30 0.27 1.25 -0.258
C -0.9074 -1.6113 -0.2462 -0.80 0.01 -0.02 -0.097
C -0.9355 -0.1688 0.2480 -0.84 0.06 0.72 -0.101
H -1.8580 0.3605 -0.0339 0.20 -0.17 0.01 0.189
H 0.4549 2.5737 -0.4828 0.45 -0.33 0.30 0.209
H 1.3714 1.6921 0.9279 -0.65 0.54 -0.98 0.200
H -0.8513 -0.1692 1.3483 0.06 0.06 -0.27 0.177
H -1.3132 -1.6426 -1.2780 0.36 -0.04 0.11 0.150
H -1.6388 -2.1754 0.3640 0.31 0.13 -0.09 0.175
H -0.3525 2.0549 1.0100 0.06 -0.10 -0.31 0.190


[3]
61
Properties=species:S:1:pos:R:3:forces:R:3:nbo_charge:R:1 method="wB97M-V/def2-TZVPD" gap_ev=2.2421 lumo_ev=-7.037 fmax_ev_per_a=6.774 total_charge=+1
Zr -0.5059 2.0940 -1.3234 -0.05 0.68 0.15 2.037
Co 0.1741 -3.8448 3.5157 -1.11 -3.15 -0.70 0.145
Co 2.2405 -5.6527 2.1431 -2.17 3.41 2.15 0.443
O 4.1291 -4.8305 0.0958 -2.92 -1.46 2.54 -0.373
O -0.8554 -1.7112 5.2550 1.33 -2.47 -2.37 -0.384
O -2.4354 -4.6937 2.4620 3.42 0.99 0.25 -0.387
O 3.3719 -7.7481 3.8253 -1.68 3.43 -1.85 -0.356
O 0.0158 -6.6742 0.5583 2.99 1.53 1.71 -0.393
O 0.2639 -6.0245 5.4982 -0.10 2.17 -2.27 -0.408
C -2.9711 1.7981 -0.0822 0.96 0.67 -0.35 -0.130
C -1.1867 2.9604 0.8797 -1.40 -0.13 -0.19 -0.340
C -4.7626 1.2243 -1.5958 0.30 -0.54 0.72 -0.211
C 3.7147 1.1474 -1.4892 -0.28 -0.04 -0.92 -0.224
C 0.3970 0.2899 -0.4189 0.31 -0.55 0.03 -1.226
C -3.9308 0.8651 -0.5455 -0.26 0.11 -0.43 -0.194
C 1.9744 2.5175 -2.4517 -0.97 0.41 0.64 -0.129
C -0.4496 -2.5167 4.5338 -1.34 2.70 2.37 0.664
C 3.6352 1.8669 -0.2754 -0.40 0.70 0.41 -0.222
C 0.7913 4.1815 -1.3112 0.87 0.05 -0.50 -0.416
C 1.1365 -2.9457 2.2680 1.60 2.20 -2.36 -0.020
C 0.9076 3.0013 -3.3057 0.32 0.25 0.42 -0.317
C 1.9088 -3.8388 2.9960 2.13 2.23 0.48 -0.753
C -4.7005 2.5072 -2.1864 0.40 0.84 0.07 -0.197
C 2.7529 2.9231 -0.1188 0.29 -0.44 -0.12 -0.199
C -2.9114 3.1149 -0.6944 0.98 -0.52 0.57 -0.049
C -3.7979 3.4612 -1.7452 -0.30 -0.44 -0.12 -0.213
C 2.9216 1.4709 -2.5803 0.21 -0.19 0.38 -0.183
C -1.8753 1.7082 0.8635 -0.36 0.59 -0.22 -0.324
C 0.2202 4.0516 -2.6231 1.43 -0.28 0.09 -0.335
C 0.2085 -5.1699 4.7251 0.19 -2.91 4.04 0.524
C -1.7817 3.8118 -0.1137 -0.84 -0.25 0.48 -0.423
C 1.8998 3.2564 -1.2008 -0.99 -0.07 -0.80 -0.067
C 0.9760 -2.0757 1.2697 -0.43 -0.88 0.83 -0.503
C 2.9182 -6.9038 3.1706 2.61 -5.89 1.62 0.553
C 3.3919 -5.1964 0.9148 5.52 2.18 -3.27 0.501
C -1.3658 -4.3334 2.7080 -5.07 -0.72 -0.51 0.547
C 0.8877 -6.2691 1.2083 -5.10 -3.34 -1.96 0.453
C -1.4532 1.1505 -3.0811 -0.33 -0.46 -0.64 -1.237
H 0.9378 0.4615 0.5214 -0.16 0.09 -0.15 0.229
H 2.9971 0.9443 -3.5330 0.06 0.00 0.33 0.223
H -1.7208 0.8539 1.5216 0.20 0.34 -0.25 0.233
H -3.7403 4.4658 -2.1676 -0.15 -0.33 -0.04 0.223
H -0.0333 -1.9717 0.8597 0.49 0.53 0.42 0.225
H -3.9859 -0.1134 -0.0675 -0.10 0.16 -0.25 0.212
H -5.3860 2.7451 -2.9993 0.17 -0.03 0.21 0.223
H -5.4936 0.5093 -1.9762 0.20 0.19 0.15 0.221
H 4.4303 0.3268 -1.5657 -0.17 0.26 -0.04 0.216
H -2.0351 1.8525 -3.6978 0.13 -0.13 0.10 0.247
H -2.1286 0.3225 -2.8131 0.08 0.20 0.02 0.229
H 0.7659 2.6651 -4.3323 -0.21 0.17 0.41 0.252
H -1.5933 4.8703 -0.2758 0.12 -0.40 0.06 0.247
H -0.5550 4.6849 -3.0493 0.08 -0.29 0.19 0.258
H 2.6907 3.5133 0.7958 0.14 -0.26 -0.12 0.219
H 4.2972 1.5866 0.5430 -0.14 0.11 -0.16 0.215
H 2.7328 -3.5290 3.6613 -0.02 -0.44 -0.57 0.266
H -0.6638 0.7298 -3.7318 -0.27 0.09 0.19 0.230
H -0.3975 3.2444 1.5728 -0.07 -0.14 -0.33 0.252
H 1.0817 -0.2409 -1.0969 -0.05 0.16 0.04 0.224
H -0.4353 -0.3980 -0.1970 0.18 0.29 -0.16 0.207
H 1.7827 -1.4604 0.8631 -0.18 -0.72 -0.19 0.248
H 0.5978 4.9645 -0.5836 -0.12 -0.27 -0.24 0.245


[4]
116
Properties=species:S:1:pos:R:3:forces:R:3:lowdin_spin:R:1 method="wB97M-V/def2-TZVPD" gap_ev="6.8116 / 5.2929" relative_energy_kcal_mol=41.55 lumo_ev="-3.535 / -5.190" spin_multiplicity=4 fmax_ev_per_a=3.474 total_charge=+1
Te 18.6082 5.4058 12.5451 0.42 -0.01 -0.10 0.522
Tc 18.3706 7.4218 14.3575 0.22 -2.32 -0.74 1.787
Br 12.6814 10.5705 12.8887 0.32 -0.23 0.35 0.018
P 20.3521 5.2425 17.4458 -0.16 2.54 0.18 0.000
P 17.3732 5.8716 16.2903 1.26 0.01 0.85 0.011
Si 20.2705 6.0427 8.9049 -0.29 1.06 -1.09 0.033
Si 18.4186 5.1761 10.0294 -0.62 0.37 -0.37 0.074
Si 18.6072 2.9243 9.6558 -0.63 -1.57 0.58 0.012
Si 16.3670 5.9677 9.1819 -0.28 0.39 0.17 0.001
O 19.8881 8.3381 11.8584 -0.18 -0.73 -0.41 -0.005
O 18.2678 9.2763 16.4930 1.13 -0.67 -0.60 0.300
N 19.0393 8.8275 15.5764 -0.12 2.26 1.91 0.078
N 19.6850 8.3916 13.2191 1.74 1.62 1.86 -0.089
N 18.6798 5.0283 17.0847 -1.40 -0.96 -0.36 -0.003
C 21.3424 4.8203 16.0229 0.35 0.56 -1.51 0.000
C 14.2707 9.6951 13.4794 0.42 0.25 -0.70 0.065
C 20.7136 10.6350 16.0034 1.40 -0.77 0.24 -0.012
C 22.1094 3.3284 14.2572 -0.27 1.25 1.24 0.000
C 16.3443 6.6158 17.6034 -1.22 -0.05 0.45 0.001
C 15.0301 7.0826 17.3225 0.85 0.33 -1.40 0.001
C 18.3082 2.4796 7.8601 0.08 0.63 -0.25 0.002
C 15.0344 4.8843 9.9347 0.33 -1.00 0.28 0.001
C 22.0201 2.8284 20.2151 -0.18 1.31 -1.07 0.000
C 14.5874 2.8005 16.4363 0.18 0.07 -1.40 -0.001
C 21.3458 1.6396 20.0601 -0.82 0.18 -0.67 0.000
C 20.1597 2.5496 18.1560 -0.36 -0.70 0.44 0.000
C 19.7774 7.8077 8.3517 -0.40 -1.29 -0.59 0.006
C 23.3107 4.0260 14.2123 0.57 0.63 0.39 0.000
C 15.5025 7.6471 13.8448 0.48 1.29 -0.31 0.070
C 14.5819 7.3986 19.6822 -1.32 0.05 -1.26 0.000
C 15.4379 10.4525 13.6510 0.41 -0.07 0.32 -0.015
C 20.4443 1.4615 19.0065 0.67 1.55 -0.68 0.000
C 17.2728 1.9097 10.6370 1.60 0.71 0.10 0.003
C 15.7375 2.7222 14.3127 0.81 0.15 -1.12 0.002
C 20.5494 5.1930 7.2474 -0.22 -0.77 -0.50 0.008
C 16.4994 3.8293 14.6951 0.37 -0.53 -0.39 0.036
C 23.4994 5.2401 14.9275 -1.53 -0.73 0.04 0.000
C 20.1718 9.4995 15.2368 -0.93 -1.02 -0.47 -0.058
C 15.3684 3.8803 16.8260 -0.15 0.30 0.47 0.003
C 21.8274 9.6875 13.3219 0.23 1.07 -2.26 0.004
C 20.2984 2.2963 10.1766 0.14 0.23 -0.01 0.000
C 14.3134 8.3064 13.5313 -0.06 -0.52 -0.03 -0.012
C 14.2097 7.5287 18.3286 -0.06 0.52 0.40 0.000
C 15.7532 6.7737 19.9825 0.72 -0.08 0.37 0.000
C 16.0657 7.7444 9.7339 1.81 -0.24 0.27 0.000
C 21.1254 3.7505 15.1863 0.20 -1.85 -0.87 0.000
C 16.7234 8.3672 13.9415 -1.95 0.75 -0.06 -0.008
C 21.7489 5.9129 10.0019 0.19 0.69 1.15 0.006
C 16.4207 5.8610 7.3110 1.11 -0.37 0.04 0.001
C 16.6500 6.4601 18.9394 0.86 -0.40 0.87 0.001
C 20.6234 9.1409 13.9497 -2.56 -1.39 -1.88 0.019
C 21.7435 3.9270 19.3783 -0.84 -1.60 -0.36 0.000
C 14.7766 2.2252 15.1190 -0.79 0.13 2.91 0.001
C 16.6560 9.7753 13.8442 -0.84 -0.30 0.02 0.065
C 22.4598 5.6527 15.7754 -0.04 -0.63 -0.60 0.000
C 16.3213 4.4309 15.9146 -0.47 -0.09 0.55 0.007
C 20.7433 3.7935 18.3896 0.34 -0.74 1.05 0.000
H 17.5700 10.3154 13.9799 0.22 0.50 -0.06 0.002
H 20.7754 4.1289 7.2983 0.25 -0.12 0.39 0.000
H 15.4885 6.5952 14.0068 -0.04 -0.78 -0.18 0.003
H 18.0684 1.4250 7.8098 0.23 -0.39 0.01 0.000
H 14.2532 1.3210 14.8537 -0.33 0.06 -0.12 0.000
H 20.5900 8.2511 7.8025 0.60 0.37 0.02 0.001
H 18.9982 7.6716 7.5524 0.28 0.23 1.02 0.000
H 19.2431 7.6381 11.5575 0.74 0.94 0.29 0.017
H 17.3843 2.9734 7.5523 0.10 0.13 -0.30 0.000
H 15.8391 7.7356 10.7964 -0.29 0.12 0.21 0.000
H 21.3860 5.8467 11.0456 0.21 -0.04 -0.32 0.006
H 17.7103 1.6899 11.6337 -0.56 0.11 -0.40 0.001
H 22.7957 2.9514 20.9319 0.36 -0.10 0.68 0.000
H 21.4210 5.6360 6.7492 -0.17 0.18 0.11 0.002
H 21.0728 3.0428 9.9400 -0.14 -0.21 0.33 0.000
H 22.6451 9.7564 14.0128 0.40 -0.08 0.37 0.000
H 14.1291 5.4496 10.1104 -0.18 0.28 0.34 0.000
H 13.7800 2.4785 17.0988 0.44 -0.22 -0.24 0.000
H 21.3009 10.1762 16.8304 -0.26 0.70 -0.18 -0.005
H 22.3171 5.0088 9.8196 0.29 -0.05 -0.13 0.000
H 22.1384 9.1147 12.3983 -0.41 0.52 1.15 0.001
H 24.1497 3.6246 13.6560 -0.14 0.10 -0.26 0.000
H 17.1412 0.9915 10.0999 -0.01 -0.73 -0.19 0.000
H 15.9076 2.2266 13.3575 0.14 0.24 0.12 0.000
H 21.6285 10.7579 12.9596 0.16 -1.36 0.45 0.002
H 21.4618 0.8636 20.7707 0.41 -0.78 0.43 0.000
H 21.9438 2.4571 13.6578 0.01 -0.33 -0.22 0.000
H 18.3199 4.1213 17.4118 0.19 0.52 -0.22 0.000
H 20.0922 0.4944 18.7435 -0.57 -0.64 0.17 0.000
H 17.0538 8.2751 9.6573 -0.92 -0.16 -0.14 0.000
H 17.6278 6.0518 19.2138 -0.32 0.06 -0.09 0.000
H 19.7095 5.1920 6.5268 0.20 0.51 0.44 0.000
H 14.7199 7.1622 16.2603 0.06 0.02 0.86 0.001
H 16.3099 2.3820 10.6867 -0.40 0.31 0.27 0.000
H 16.8135 6.7986 6.8806 -0.55 -0.30 0.04 0.000
H 19.1358 2.7191 7.1638 -0.61 -0.13 0.35 0.000
H 15.9697 6.5417 21.0331 0.29 0.16 -0.57 0.000
H 20.3249 2.0183 11.2467 0.17 0.17 -0.53 0.000
H 15.2199 4.2835 17.8662 0.25 -0.22 -1.36 0.000
H 22.3194 4.8260 19.4280 0.09 0.52 0.30 0.000
H 20.2357 3.0908 15.2776 0.52 0.70 0.06 0.000
H 15.4320 5.5746 6.9587 -0.02 0.27 -0.32 0.000
H 19.4476 2.4276 17.3133 0.53 -0.08 0.66 0.000
H 13.4431 7.6903 13.2767 0.18 0.45 0.36 -0.002
H 22.4160 6.6419 16.1946 0.49 0.18 0.53 0.000
H 20.5314 1.4323 9.5490 -0.02 -0.17 0.23 0.000
H 15.3129 8.2716 9.1727 -0.30 0.19 -0.18 0.000
H 17.3380 4.1470 14.0602 -0.79 -0.23 0.37 0.037
H 19.9160 11.2241 16.4133 -0.28 0.39 0.19 -0.001
H 14.7065 4.0412 9.3066 0.36 0.14 0.07 0.000
H 22.3945 6.8142 9.9925 -0.18 -0.57 -0.29 0.000
H 15.4313 4.4424 10.8866 -0.61 0.48 -0.60 0.001
H 19.4622 8.4430 9.1653 -0.23 0.37 0.01 0.000
H 13.2790 8.0572 18.1123 0.18 -0.42 -0.15 0.000
H 15.4014 11.5609 13.6663 0.03 -0.94 -0.17 -0.002
H 21.4063 11.2149 15.3602 -0.54 -0.14 0.58 -0.001
H 17.1405 5.0750 6.9975 -0.50 0.32 0.08 0.000
H 13.8251 7.7366 20.3819 0.45 -0.15 0.40 0.000
H 24.3792 5.8601 14.8160 0.04 -0.18 -0.11 0.000


[5]
4
Properties=species:S:1:pos:R:3:forces:R:3:nbo_charge:R:1 method="wB97M-V/def2-TZVPD" gap_ev=9.3457 relative_energy_kcal_mol=98.47 lumo_ev=-0.765 fmax_ev_per_a=5.413 total_charge=0
Br 2.1091 0.0482 -0.0426 -0.33 -0.03 -0.13 0.027
N 0.1700 -0.4523 -0.0838 -0.59 2.12 0.36 -0.121
N -0.5212 0.5514 0.0274 -2.73 -4.67 0.12 -0.225
H -1.7579 -0.1473 0.0990 3.66 2.58 -0.35 0.319


[6]
9
Properties=species:S:1:pos:R:3:forces:R:3:nbo_charge:R:1 method="wB97M-V/def2-TZVPD" gap_ev="7.6953 / 7.9911" relative_energy_kcal_mol=98.05 lumo_ev="-0.497 / -0.635" fmax_ev_per_a=3.316 total_charge=0
S 0.1935 -0.6050 -1.3416 0.44 0.07 0.97 0.324
P -2.4821 0.3585 -0.2251 -0.56 -2.78 -1.50 0.481
C -0.8588 0.3412 -0.4295 0.80 3.13 0.74 -0.770
C 1.3244 -0.8568 0.1088 2.04 0.03 -2.32 -0.706
H -0.0474 2.0037 0.3771 -0.93 -2.41 -1.15 0.019
H 2.3184 -0.2772 -0.1079 -1.87 -1.31 0.69 0.237
H 1.4176 -1.9328 0.2385 0.57 0.03 -0.13 0.227
H 0.7883 -0.5014 0.9298 -0.44 0.85 1.30 0.237
H -2.6538 1.4698 0.4498 -0.06 2.39 1.40 -0.050


Calculated total energy, -8831.7600, -13535.9585, -119251.6588, -183728.2284, -73035.4951, -22273.6524 eV (same order as the records).